# 1
Here is a structure of composition C26H35N9S2V at a distorted geometry from the Open Molecules 2025 dataset. Energies are from ωB97M-V/def2-TZVPD.

Geometry as XYZ:
```
73
Properties=species:S:1:pos:R:3:forces:R:3:lowdin_spin:R:1
V 0.397 0.354 0.147 -2.0 0.8 2.0 0.76
C 2.103 -1.994 -0.225 0.2 0.1 0.2 0.00
C 2.174 -1.637 1.257 0.1 -0.3 -0.1 0.00
N 2.020 -0.183 1.439 0.6 -0.3 -0.4 0.00
C 3.207 0.619 1.081 0.1 0.1 -0.1 0.01
C 3.041 1.245 -0.283 0.6 0.1 0.0 0.04
C 4.068 1.828 -0.997 -0.2 0.1 -0.2 0.00
C 3.782 2.525 -2.171 0.0 0.0 0.0 0.06
C 2.450 2.615 -2.584 0.1 -0.2 0.2 0.00
C 1.477 1.980 -1.848 0.0 0.4 -0.6 0.04
C 0.005 2.000 -2.140 0.2 0.3 0.0 0.01
N -0.555 0.699 -1.735 0.1 -0.1 -0.6 0.01
C -0.272 -0.390 -2.696 0.1 -0.2 -0.1 0.00
C 0.935 -1.220 -2.254 0.0 0.1 -0.2 0.00
N 0.882 -1.434 -0.808 -0.3 -1.1 -0.2 0.00
N 1.761 1.278 -0.721 1.1 0.4 -0.8 0.03
H 2.170 -3.081 -0.349 0.0 0.0 0.0 0.00
H 2.958 -1.549 -0.741 -0.1 0.0 -0.1 0.00
H 3.117 -2.008 1.676 0.0 0.1 0.0 0.00
H 1.349 -2.122 1.780 0.0 0.1 0.1 0.00
H 1.741 0.005 2.394 -0.2 0.1 -0.1 0.00
H 4.129 0.028 1.130 0.0 0.0 0.0 0.00
H 3.298 1.432 1.805 -0.1 -0.1 0.1 0.00
H 5.090 1.751 -0.648 0.0 0.0 0.1 0.00
H 4.566 3.003 -2.741 0.0 0.0 0.0 0.00
H 2.173 3.169 -3.471 0.0 0.0 0.0 0.00
H -0.199 2.242 -3.190 0.0 -0.1 0.0 0.00
H -0.454 2.763 -1.506 -0.1 -0.1 0.0 0.00
H -1.555 0.781 -1.612 0.0 0.0 0.0 0.00
H -0.095 0.014 -3.698 0.0 0.0 0.0 0.00
H -1.139 -1.042 -2.739 -0.1 0.1 0.0 0.00
H 1.856 -0.679 -2.482 0.0 0.0 0.1 0.00
H 0.960 -2.163 -2.817 0.0 0.0 0.0 0.00
H 0.061 -1.990 -0.564 0.1 -0.2 -0.1 0.00
C -1.793 0.163 4.304 0.1 0.1 -0.1 0.00
C -1.215 0.589 2.972 0.0 0.3 0.2 0.00
S -0.979 -0.686 1.790 -0.2 -0.4 0.1 -0.01
C -0.919 1.869 2.690 -0.2 0.0 0.2 0.01
C -1.086 3.017 3.651 0.0 -0.2 0.0 0.00
S -0.269 2.338 1.128 0.0 0.1 0.2 -0.01
H -1.966 -0.912 4.309 0.0 0.0 0.0 0.00
H -2.744 0.666 4.501 0.0 0.0 0.1 0.00
H -1.108 0.404 5.120 -0.1 0.0 0.1 0.00
H -1.599 2.728 4.568 0.0 0.0 0.0 0.00
H -1.645 3.824 3.172 0.0 0.0 0.0 0.00
H -0.104 3.418 3.915 0.0 0.1 0.0 0.00
C -3.662 0.331 -0.255 0.0 -0.1 -0.1 0.00
C -3.500 -1.053 -0.789 0.0 0.0 0.0 0.00
N -2.377 -1.728 -0.890 -0.2 -0.1 -0.1 0.00
C -2.718 -2.961 -1.399 -0.1 0.1 -0.1 0.00
C -4.056 -3.025 -1.626 0.1 -0.1 -0.1 0.00
N -4.552 -1.799 -1.244 0.0 0.0 0.0 0.00
C -5.951 -1.443 -1.251 0.0 0.0 -0.1 0.00
N -6.717 -2.395 -0.496 0.0 -0.1 0.2 0.00
N -7.606 -3.205 -1.124 0.1 0.1 0.0 0.00
N -8.049 -4.068 -0.300 -0.2 -0.2 -0.1 0.00
C -7.439 -3.878 0.916 0.4 0.5 0.1 0.00
C -7.560 -4.567 2.124 0.0 0.0 0.0 0.00
C -6.786 -4.131 3.176 -0.2 -0.2 0.0 0.00
C -5.909 -3.041 3.048 0.1 0.2 -0.1 0.00
C -5.774 -2.348 1.863 0.1 0.1 0.1 0.00
C -6.558 -2.790 0.800 -0.4 -0.3 -0.1 0.00
H -2.740 0.625 0.247 0.0 0.0 0.0 0.00
H -4.464 0.370 0.484 0.0 0.1 0.0 0.00
H -3.905 1.046 -1.047 0.0 0.0 0.0 0.00
H -1.972 -3.722 -1.560 0.0 0.0 0.0 0.00
H -4.698 -3.805 -1.999 0.0 0.0 0.0 0.00
H -6.356 -1.460 -2.263 0.0 0.0 0.0 0.00
H -6.058 -0.442 -0.836 0.0 0.0 0.0 0.00
H -8.234 -5.408 2.208 0.0 0.0 0.1 0.00
H -6.851 -4.638 4.129 0.0 0.0 0.0 0.00
H -5.317 -2.738 3.901 0.0 0.0 0.0 0.00
H -5.086 -1.518 1.774 0.0 0.0 0.0 0.00
```
Forces are in eV/Å.

## Properties
relative energy (zero: lowest compared OMol25 entry of this formula, charge and spin) = 1.4 kcal per mole
net charge = 0
lowest unoccupied orbital energy (spin up / spin down) = 0.416 / 0.424 eV
spin multiplicity = 2
Kohn-Sham gap (spin up / spin down) = 5.494 / 5.814 eV



# 2
Here is a structure of composition C26H36CoN4O2Si2 from the Open Molecules 2025 dataset. Energies are from ωB97M-V/def2-TZVPD.

Geometry as XYZ:
```
71
Properties=species:S:1:pos:R:3:forces:R:3:lowdin_spin:R:1
Co 0.083 0.492 -0.846 -0.1 -0.5 -0.3 0.97
C -3.023 3.036 -2.798 0.0 0.0 0.0 0.00
C -1.960 2.579 -1.796 0.1 0.1 0.1 0.00
O -1.231 1.625 -2.161 -0.2 -0.1 -0.2 0.03
C -1.899 3.259 -0.579 0.1 -0.1 0.0 0.00
C -0.993 2.988 0.497 -0.1 0.1 -0.2 0.00
C -1.192 3.780 1.768 0.0 0.0 0.0 0.00
N -0.044 2.105 0.438 0.2 -0.2 0.1 0.01
N 0.702 1.976 1.619 -0.2 0.1 -0.2 0.00
C 1.536 0.975 1.527 0.3 -0.1 0.1 0.00
O 1.732 0.203 0.544 0.1 -0.2 0.0 0.03
C 2.365 0.727 2.768 -0.1 0.1 -0.1 0.00
C 2.160 1.424 3.957 0.0 0.0 0.1 0.00
C 2.933 1.154 5.078 0.0 0.0 0.0 0.00
C 3.928 0.182 5.030 0.0 0.0 0.0 0.00
C 4.133 -0.519 3.850 -0.1 0.0 -0.1 0.00
C 3.353 -0.249 2.729 0.1 -0.1 0.1 0.00
H -2.855 2.521 -3.744 0.0 0.0 0.0 0.00
H -2.982 4.117 -2.957 0.0 0.0 0.0 0.00
H -4.023 2.787 -2.432 0.0 0.0 0.0 0.00
H -2.626 4.046 -0.416 0.0 0.0 0.0 0.00
H -2.010 4.492 1.646 0.0 0.0 0.0 0.00
H -0.279 4.307 2.047 0.0 0.0 0.0 0.00
H -1.417 3.097 2.590 0.0 0.0 0.0 0.00
H 1.377 2.172 3.973 0.0 0.0 0.0 0.00
H 2.755 1.699 6.000 0.0 0.0 0.0 0.00
H 4.529 -0.032 5.907 0.0 0.0 0.0 0.00
H 4.899 -1.286 3.803 0.0 0.0 0.0 0.00
H 3.480 -0.789 1.799 0.0 0.0 0.0 0.00
C 2.645 2.890 -1.936 0.0 0.0 0.0 0.00
C 2.295 1.758 -2.866 0.0 0.0 0.1 0.00
C 2.811 1.662 -4.154 0.0 -0.1 -0.1 0.00
C 2.407 0.571 -4.933 0.0 0.1 0.1 0.00
C 1.545 -0.377 -4.433 0.0 0.0 0.1 0.00
C 1.071 -0.240 -3.093 0.1 -0.1 -0.2 0.00
N 1.471 0.845 -2.381 -0.1 0.6 0.3 0.00
N 0.255 -1.023 -2.405 0.2 0.4 0.3 0.00
Si -0.367 -2.539 -2.797 -0.1 -0.1 -0.1 0.00
C -1.135 -3.360 -1.312 -0.1 0.0 0.2 0.00
C 0.947 -3.738 -3.444 0.2 -0.1 0.0 0.00
C -1.689 -2.493 -4.140 -0.1 0.1 -0.1 0.00
H 3.719 2.900 -1.734 0.0 0.0 0.0 0.00
H 2.110 2.766 -0.996 0.0 0.0 0.0 0.00
H 2.374 3.852 -2.378 0.0 0.0 0.0 0.00
H 3.489 2.415 -4.535 0.0 0.0 0.0 0.00
H 2.770 0.476 -5.952 0.0 0.0 0.0 0.00
H 1.214 -1.215 -5.034 0.0 0.0 0.0 0.00
H -0.473 -3.274 -0.445 0.0 0.0 0.0 0.00
H -1.329 -4.420 -1.518 0.0 0.0 0.0 0.00
H -2.071 -2.871 -1.031 0.1 0.0 0.0 0.00
H 1.828 -3.729 -2.793 -0.1 0.0 0.0 0.00
H 1.281 -3.486 -4.455 0.0 0.0 0.0 0.00
H 0.547 -4.758 -3.463 0.0 0.0 0.0 0.00
H -2.473 -1.781 -3.866 0.0 0.0 0.0 0.00
H -2.146 -3.481 -4.270 0.0 0.0 0.0 0.00
H -1.274 -2.178 -5.103 0.0 0.0 0.0 0.00
C -4.053 -2.258 2.612 -0.2 -0.1 0.0 0.00
Si -2.261 -1.717 2.780 0.0 0.0 0.0 0.00
C -1.270 -3.260 3.169 0.1 -0.2 0.0 0.00
C -2.144 -0.591 4.272 0.1 0.2 0.2 0.00
C -1.662 -0.914 1.320 -0.1 0.0 -0.4 -0.01
C -1.100 -0.425 0.344 0.0 0.4 0.3 -0.02
H -4.376 -2.859 3.469 0.0 0.0 0.0 0.00
H -4.173 -2.855 1.704 0.0 0.0 0.0 0.00
H -4.713 -1.390 2.527 0.0 0.0 0.0 0.00
H -1.610 -3.744 4.091 0.0 0.0 0.0 0.00
H -0.213 -3.000 3.279 0.0 0.0 0.0 0.00
H -1.349 -3.977 2.346 0.0 0.0 0.0 0.00
H -2.417 -1.108 5.198 0.0 0.0 0.0 0.00
H -2.793 0.280 4.149 0.0 0.0 0.0 0.00
H -1.118 -0.221 4.364 -0.1 0.0 0.0 0.00
```
Forces are in eV/Å.

## Properties
relative energy (zero: lowest compared OMol25 entry of this formula, charge and spin) = 0.0 kcal per mole
net charge = -2
lowest unoccupied orbital energy (spin up / spin down) = 4.912 / 4.911 eV
spin multiplicity = 2
Kohn-Sham gap (spin up / spin down) = 5.468 / 5.441 eV



# 3
Here is a structure of composition C26H36MnN6SSi at a distorted geometry from the Open Molecules 2025 dataset. Energies are from ωB97M-V/def2-TZVPD.

Geometry as XYZ:
```
71
Properties=species:S:1:pos:R:3:forces:R:3:lowdin_spin:R:1
Mn 1.137 -0.222 -0.153 -1.5 -1.6 1.2 1.69
C -0.386 -5.408 0.900 0.0 0.1 0.0 0.00
C -0.237 -4.158 1.742 -0.1 -0.1 0.0 0.00
N 0.185 -3.021 0.910 0.1 -0.1 -0.3 0.00
C -0.268 -2.906 -0.403 0.0 -0.9 0.5 0.00
N 0.024 -1.760 -0.998 0.5 1.2 0.0 -0.05
C -0.362 -1.641 -2.410 -0.2 0.2 -0.3 0.00
C -0.262 -2.975 -3.120 -0.1 0.0 0.2 0.00
C -1.202 -3.933 -2.418 -0.1 0.1 -0.3 0.00
N -0.935 -3.914 -0.976 0.2 0.4 0.2 -0.02
C -1.361 -5.096 -0.217 0.0 -0.3 0.2 0.00
H -0.755 -6.242 1.495 0.0 0.0 0.0 0.00
H 0.584 -5.691 0.483 0.0 -0.1 0.0 0.00
H 0.496 -4.296 2.534 0.0 0.1 0.0 0.00
H -1.192 -3.899 2.207 0.0 0.0 0.0 0.00
H 1.190 -2.897 0.915 0.0 0.1 0.0 0.00
H 0.275 -0.900 -2.893 0.0 0.0 0.1 0.00
H -1.400 -1.280 -2.465 0.1 0.0 0.0 0.00
H 0.762 -3.349 -3.060 0.0 0.0 -0.1 0.00
H -0.524 -2.871 -4.172 0.0 0.0 0.0 0.00
H -1.038 -4.952 -2.770 0.0 0.0 0.1 0.00
H -2.247 -3.675 -2.614 0.0 0.0 0.0 0.00
H -1.430 -5.935 -0.906 0.0 0.1 -0.1 0.00
H -2.364 -4.924 0.187 0.0 0.0 -0.1 0.00
C 1.073 1.712 2.431 0.1 0.5 0.1 0.00
C 1.229 1.834 3.978 0.0 -0.1 -0.2 0.00
N 1.253 0.507 4.555 0.1 0.0 0.7 0.00
C 2.360 -0.260 4.030 -0.1 0.0 -0.2 0.00
C 2.179 -0.416 2.484 0.4 -0.2 0.5 0.00
N 0.942 0.285 2.049 0.6 -0.4 -1.3 -0.05
C -0.236 -0.267 2.761 -0.4 -0.1 0.1 -0.01
C -0.003 -0.169 4.304 0.1 0.1 -0.2 -0.01
H 1.941 2.128 1.918 0.0 0.0 0.0 0.00
H 0.186 2.240 2.095 -0.1 0.0 -0.1 0.00
H 0.396 2.390 4.411 0.0 0.0 0.0 0.00
H 2.151 2.357 4.231 0.0 0.0 0.0 0.00
H 2.384 -1.234 4.519 0.0 0.0 0.0 0.00
H 3.296 0.254 4.252 0.0 0.0 0.0 0.00
H 2.114 -1.476 2.224 -0.1 0.1 -0.1 0.00
H 3.029 0.024 1.960 -0.1 0.0 -0.1 0.00
H -0.389 -1.298 2.460 0.0 -0.1 -0.2 0.00
H -1.109 0.316 2.461 0.1 0.0 -0.1 0.00
H 0.032 -1.159 4.759 0.0 0.0 0.0 0.00
H -0.810 0.394 4.773 0.0 -0.1 0.0 0.00
S 2.806 -1.011 -1.353 -0.4 0.2 0.4 -0.16
C 4.084 0.067 -1.490 0.3 0.3 0.0 -0.02
N 4.983 0.781 -1.597 -0.1 0.0 0.0 -0.05
C -2.696 4.890 0.890 0.0 0.0 0.0 -0.01
C -3.335 3.799 0.317 0.0 0.1 -0.1 0.00
C -2.591 2.770 -0.236 0.1 -0.3 0.0 -0.01
C -1.194 2.826 -0.222 0.0 -0.8 0.3 -0.04
C -0.559 3.940 0.338 0.2 -0.2 0.0 -0.01
C -1.309 4.961 0.898 0.0 0.1 -0.1 0.00
Si -0.144 1.503 -1.062 0.4 2.0 -1.0 -0.12
C -0.138 2.124 -2.846 0.2 -0.6 -0.3 -0.03
C 1.013 2.807 -3.324 -0.7 -0.9 1.0 -0.01
C 0.986 3.417 -4.549 -0.9 0.2 -1.1 0.00
C -0.172 3.334 -5.349 0.2 -0.2 0.6 -0.01
C -1.305 2.629 -4.907 0.7 0.6 -0.6 0.00
C -1.292 2.030 -3.677 0.8 -0.1 1.3 -0.01
H -3.279 5.692 1.323 0.0 0.0 0.0 0.00
H -4.416 3.755 0.292 0.0 0.0 0.0 0.00
H -3.104 1.922 -0.678 0.0 0.0 0.0 0.00
H 0.523 4.018 0.319 0.0 0.1 0.1 0.00
H -0.809 5.816 1.333 0.0 0.0 0.0 0.00
H 2.028 1.002 -0.076 -0.3 0.7 -0.7 -0.05
H 1.908 2.864 -2.716 0.1 0.0 0.0 0.00
H 1.852 3.961 -4.898 0.0 0.0 -0.1 0.00
H -0.188 3.816 -6.318 0.0 0.0 0.0 0.00
H -2.187 2.569 -5.530 0.0 0.0 -0.1 0.00
H -2.174 1.501 -3.339 -0.1 0.0 0.1 0.00
```
Forces are in eV/Å.

## Properties
relative energy (zero: lowest compared OMol25 entry of this formula, charge and spin) = 89.7 kcal per mole
net charge = +2
lowest unoccupied orbital energy (spin up / spin down) = -9.489 / -7.784 eV
spin multiplicity = 2
Kohn-Sham gap (spin up / spin down) = 4.216 / 5.975 eV



> The highest relative energy (zero: lowest compared OMol25 entry of this formula, charge and spin) belongs to which entry?

C26H36MnN6SSi